{"formula": "C46H66F36N11O25S12", "method": "wB97M-V/def2-TZVPD", "symbols": ["C", "C", "C", "O", "C", "N", "H", "H", "H", "H", "H", "H", "H", "H", "H", "H", "H", "H", "C", "C", "C", "N", "C", "C", "C", "C", "C", "C", "H", "H", "H", "H", "H", "H", "H", "H", "H", "H", "H", "H", "H", "H", "H", "H", "H", "H", "H", "H", "C", "C", "C", "N", "C", "C", "C", "C", "C", "C", "H", "H", "H", "H", "H", "H", "H", "H", "H", "H", "H", "H", "H", "H", "H", "H", "H", "H", "H", "H", "C", "N", "C", "C", "C", "C", "C", "C", "C", "C", "N", "C", "C", "C", "H", "H", "H", "H", "H", "H", "H", "H", "H", "H", "H", "H", "H", "H", "C", "F", "F", "F", "S", "O", "O", "N", "S", "O", "O", "C", "F", "F", "F", "C", "F", "F", "F", "S", "O", "O", "N", "S", "O", "O", "C", "F", "F", "F", "C", "F", "F", "F", "S", "O", "O", "N", "S", "O", "O", "C", "F", "F", "F", "C", "F", "F", "F", "S", "O", "O", "N", "S", "O", "O", "C", "F", "F", "F", "C", "F", "F", "F", "S", "O", "O", "N", "S", "O", "O", "C", "F", "F", "F", "C", "F", "F", "F", "S", "O", "O", "N", "S", "O", "O", "C", "F", "F", "F"], "positions_angstrom": [[-4.59775, 4.43902, 4.84399], [-5.18457, 3.17151, 4.24150], [-6.56870, 3.37451, 3.65239], [-6.46976, 4.19748, 2.49934], [-7.74295, 4.48244, 1.94776], [-4.27133, 2.63935, 3.16855], [-4.22017, 1.61901, 3.03729], [-4.55453, 3.00417, 2.25658], [-3.27110, 2.91989, 3.27079], [-4.64717, 5.23520, 4.09941], [-3.56917, 4.36100, 5.18968], [-5.20348, 4.77789, 5.68413], [-5.33952, 2.39082, 4.98753], [-7.09641, 4.00421, 4.38511], [-7.24897, 2.53686, 3.47641], [-8.10753, 3.64406, 1.34625], [-7.62378, 5.28079, 1.21625], [-8.49461, 4.76652, 2.68532], [2.24188, -8.58877, 4.62394], [1.56718, -7.93636, 3.40147], [0.34991, -7.13378, 3.82534], [-0.49540, -6.69263, 2.60584], [-1.68733, -5.88861, 3.14198], [-2.70239, -5.50063, 2.10035], [-3.14896, -6.69563, 1.29131], [-1.97901, -7.47490, 0.65614], [-0.80253, -7.79461, 1.61245], [0.32848, -5.66673, 1.86919], [2.91278, -7.84858, 5.06867], [2.96256, -9.38113, 4.41240], [1.53460, -8.98877, 5.34834], [1.29887, -8.78316, 2.76612], [2.31512, -7.37345, 2.84462], [0.63859, -6.25887, 4.40039], [-0.37138, -7.77193, 4.33318], [-2.12179, -6.57035, 3.87714], [-1.29362, -5.02197, 3.66934], [-3.59908, -5.04342, 2.53069], [-2.35808, -4.62724, 1.53882], [-3.72485, -7.34689, 1.95715], [-3.85481, -6.44901, 0.49909], [-2.45967, -8.44499, 0.52789], [-1.64363, -6.95569, -0.23842], [-1.04746, -8.68903, 2.19186], [0.11333, -8.09915, 1.11351], [-0.34161, -5.06846, 1.25136], [1.14135, -6.09053, 1.28800], [0.75326, -4.93942, 2.56468], [8.70487, -0.38346, -4.30988], [8.43109, 1.06643, -3.87311], [7.67257, 1.90587, -4.91677], [7.58111, 3.40966, -4.58115], [6.97288, 3.48039, -3.19718], [6.26539, 4.79495, -2.80341], [5.35445, 5.27231, -3.91345], [6.11157, 5.38582, -5.21519], [6.63762, 4.01366, -5.60258], [8.97632, 4.01182, -4.63722], [7.80430, -0.89346, -4.64554], [9.10152, -0.86794, -3.41686], [9.50181, -0.50287, -5.04409], [9.37768, 1.54596, -3.61849], [7.87648, 0.96807, -2.94059], [6.63038, 1.59896, -4.92351], [8.19363, 1.91683, -5.87153], [6.32189, 2.63322, -3.00069], [7.80898, 3.48056, -2.49769], [5.60855, 4.69189, -1.93956], [6.94143, 5.62957, -2.60007], [4.49172, 4.59738, -3.93017], [4.87367, 6.21658, -3.65023], [5.43289, 5.77029, -5.97949], [6.85267, 6.18729, -5.15348], [5.82761, 3.28433, -5.62219], [7.02820, 4.02850, -6.62073], [9.34285, 3.69999, -5.61386], [9.65209, 3.64267, -3.87392], [8.85768, 5.09107, -4.62085], [-1.74490, -2.39634, 3.46057], [-1.24653, -1.57898, 2.34505], [-0.24712, -2.07525, 1.58171], [0.19277, -1.38014, 0.47311], [-0.29943, -0.08175, 0.28043], [-1.19336, 0.48030, 1.17860], [-1.62919, -0.30650, 2.23670], [0.25723, 0.66087, -0.89185], [0.74504, 1.94751, -0.76838], [1.22921, 2.62466, -1.87917], [1.26139, 1.96860, -3.06668], [0.74996, 0.73764, -3.22241], [0.20253, 0.06406, -2.13318], [1.74688, 2.67853, -4.22554], [-1.35826, -3.39679, 3.29220], [-2.79576, -2.62313, 3.24647], [-1.63781, -1.95178, 4.43721], [0.04595, -3.08513, 1.81263], [0.83680, -1.76394, -0.30365], [-1.48871, 1.52014, 1.16364], [-2.40564, 0.06909, 2.88652], [0.76449, 2.59058, 0.10480], [1.52934, 3.66245, -1.82575], [0.85017, 0.35250, -4.22752], [-0.17634, -0.94021, -2.28779], [0.95490, 3.36659, -4.53283], [1.96889, 2.09277, -5.11689], [2.67693, 3.21078, -4.03274], [-4.31896, -4.39745, -1.01848], [-4.94141, -3.90653, 0.04494], [-4.20619, -5.70245, -0.76433], [-4.98975, -4.08749, -2.10414], [-2.57392, -3.63057, -1.12251], [-2.80003, -2.26871, -1.54271], [-1.98451, -3.81400, 0.18421], [-2.09675, -4.60499, -2.45470], [-0.55069, -4.76798, -2.19463], [0.12871, -3.52232, -1.85168], [-0.07943, -5.84138, -1.32035], [0.16219, -5.23692, -3.95070], [0.60260, -4.22187, -4.68491], [1.21864, -6.00358, -3.66930], [-0.69723, -5.93499, -4.69073], [0.67585, 7.72428, -1.03195], [-0.03784, 6.61423, -1.01244], [-0.14398, 8.77058, -1.16068], [1.38144, 7.88546, 0.08269], [1.78724, 7.77556, -2.56436], [2.64342, 8.92605, -2.46428], [2.45995, 6.49963, -2.56095], [0.64751, 8.02345, -3.80535], [0.58694, 6.71212, -4.66303], [1.85092, 6.24958, -5.23157], [-0.18977, 5.68885, -3.96125], [-0.57208, 7.31752, -6.08821], [-0.48403, 6.40791, -7.03313], [-1.77740, 7.57492, -5.66541], [-0.04208, 8.45385, -6.59215], [-2.55837, 5.20108, 1.17400], [-2.54981, 4.34821, 0.13688], [-2.50124, 6.44241, 0.75903], [-3.71031, 4.95819, 1.79242], [-1.03397, 4.80069, 2.25617], [-0.05090, 4.39834, 1.27310], [-0.74770, 6.07300, 2.89719], [-1.54689, 3.58284, 3.25589], [-0.63739, 3.79941, 4.50117], [0.75535, 3.66005, 4.16436], [-1.04828, 4.86752, 5.37867], [-1.02886, 2.23955, 5.48564], [-2.32045, 2.25625, 5.88076], [-0.77682, 1.12156, 4.81938], [-0.30957, 2.27252, 6.60888], [-0.24675, -5.43034, 7.11056], [-0.78857, -5.45842, 8.31292], [1.04274, -5.77944, 7.14747], [-0.86535, -6.24180, 6.26693], [-0.40932, -3.68238, 6.44509], [-1.81620, -3.65501, 6.06802], [-0.01959, -2.78103, 7.50856], [0.53060, -3.72412, 5.06769], [1.74426, -2.78629, 5.33367], [1.43448, -1.39272, 5.17744], [2.57840, -3.18397, 6.45013], [2.86249, -3.26064, 3.87888], [3.38112, -4.47582, 4.06195], [2.26490, -3.27632, 2.67665], [3.81342, -2.33039, 3.82610], [2.58273, -0.86732, -6.68555], [3.06993, -2.08628, -6.56139], [2.73738, -0.19596, -5.52547], [3.27995, -0.28362, -7.65331], [0.74764, -0.89773, -7.13927], [0.73719, -1.14913, -8.55517], [0.30835, -1.94252, -6.24797], [0.17186, 0.66626, -6.72151], [-1.35369, 0.46861, -6.57986], [-1.91587, -0.20686, -7.74131], [-1.81254, 0.06251, -5.26841], [-2.03140, 2.25873, -6.80717], [-1.35225, 2.93727, -7.72723], [-3.32822, 2.18525, -7.04627], [-1.84983, 2.92197, -5.64586], [-5.53678, 0.36731, 0.77624], [-5.89206, -0.06780, -0.39394], [-4.30101, 0.94291, 0.80156], [-6.32219, 1.34046, 1.23633], [-5.49560, -1.03715, 1.99316], [-6.82162, -1.61351, 2.07016], [-4.39722, -1.89163, 1.60829], [-4.83585, -0.22180, 3.35129], [-5.39891, -1.07536, 4.53835], [-6.72877, -0.66221, 4.91602], [-5.22577, -2.51502, 4.39094], [-4.32894, -0.74410, 6.07447], [-4.53825, -1.59867, 7.04410], [-3.02261, -0.70863, 5.74444], [-4.58450, 0.52494, 6.49809]], "relative_energy_ev": 0.000, "e_homo_ev": -7.34, "homo_lumo_gap_ev": 7.5, "charge": -1}